[1]
Density functional theory data (wB97M-V/def2-TZVPD) for C36H26Br2CoGeN3S2 as an isolated structure.

Structure (XYZ):
```
71
Properties=species:S:1:pos:R:3:lowdin_charge:R:1
Co -0.70303 -2.08850 -0.72974 0.307
Br -6.33292 1.41917 -1.76107 0.701
C -4.73226 0.42602 -1.54317 -0.703
C -3.93010 0.18422 -2.67581 -0.138
C -2.78590 -0.55595 -2.46304 -0.150
N -2.39143 -1.01956 -1.27521 0.025
C -3.19553 -0.79509 -0.17601 -0.203
C -4.40132 -0.05157 -0.31707 -0.076
C -2.75646 -1.38889 1.03355 -0.196
C -3.45995 -1.34437 2.26885 -0.072
C -3.02006 -2.10982 3.30018 -0.698
Br -3.96381 -2.10192 4.94521 0.706
C -1.86646 -2.90834 3.18570 -0.138
C -1.18261 -2.83174 1.99309 -0.143
N -1.58825 -2.11230 0.94285 -0.013
H -4.19512 0.55392 -3.65764 0.087
H -2.13923 -0.79960 -3.30101 0.105
H -5.04079 0.12436 0.53767 0.095
H -4.33393 -0.71642 2.37876 0.097
H -1.51651 -3.53288 3.99772 0.094
H -0.25305 -3.37309 1.85403 0.106
S -0.06783 -4.68240 -1.07111 0.528
C 0.55041 -3.71980 -2.32031 -1.158
N 0.20629 -2.45300 -2.47678 -0.089
C 0.85668 -1.83614 -3.54263 -0.290
C 0.69807 -0.51611 -3.96232 -0.016
C 1.42349 -0.05536 -5.05050 -0.092
C 2.30762 -0.89228 -5.73551 -0.111
C 2.47002 -2.21029 -5.33200 -0.105
C 1.74020 -2.66800 -4.24070 -0.481
S 1.73020 -4.24854 -3.50956 0.994
H 0.02389 0.14160 -3.42324 0.081
H 1.30759 0.97337 -5.36850 0.097
H 2.87660 -0.50833 -6.57505 0.093
H 3.15599 -2.87288 -5.85211 0.102
C 0.81000 -1.18047 -0.02266 -0.209
Ge 0.99346 0.44600 0.95926 0.909
C 2.91542 0.71925 1.32321 -0.257
C 3.56519 -0.07132 2.27827 -0.110
C 4.94511 -0.01952 2.44231 -0.103
C 5.70960 0.82749 1.64508 -0.113
C 5.08537 1.61946 0.68878 -0.101
C 3.70125 1.56312 0.52917 -0.106
C 0.02280 0.65919 2.65034 -0.256
C -0.80805 1.76254 2.87122 -0.101
C -1.45458 1.93746 4.09276 -0.094
C -1.27969 1.00998 5.11559 -0.108
C -0.46076 -0.09503 4.90971 -0.104
C 0.18072 -0.26431 3.68838 -0.127
C 0.40586 1.96638 -0.14697 -0.272
C -0.39351 1.70655 -1.26549 -0.106
C -0.80817 2.73623 -2.10865 -0.087
C -0.42285 4.04614 -1.84581 -0.105
C 0.36390 4.32453 -0.73250 -0.101
C 0.77151 3.29286 0.10852 -0.133
H 1.76421 -1.71647 -0.09011 -0.023
H 2.98412 -0.74478 2.90470 0.086
H 5.42689 -0.64424 3.18620 0.094
H 6.78659 0.86173 1.76406 0.091
H 5.67848 2.27878 0.05986 0.095
H 3.23023 2.17755 -0.23282 0.089
H -0.97168 2.48370 2.07779 0.087
H -2.09988 2.79868 4.24506 0.096
H -1.78352 1.14367 6.06720 0.095
H -0.33131 -0.83059 5.69800 0.100
H 0.80231 -1.14034 3.53841 0.089
H -0.69414 0.67884 -1.45548 0.050
H -1.43079 2.51756 -2.97147 0.097
H -0.73450 4.84953 -2.50595 0.093
H 0.65627 5.34577 -0.51874 0.093
H 1.38363 3.52456 0.97525 0.103
```

Values from the calculation:
⟨S²⟩   3.852
HOMO (alpha / beta)   -2.9 / -4.9 eV
Charge   -1
DFT total energy   -298124.1194 eV
Gap between HOMO and LUMO (alpha / beta)   5.3 / 7.2 eV
Spin multiplicity   4
Strongest force on any atom   0.62 eV/Å



[2]
Density functional theory data (wB97M-V/def2-TZVPD) for a 2-piece molecular cluster, C5H10O2 overall.

Structure (XYZ):
```
17
Properties=species:S:1:pos:R:3:lowdin_charge:R:1
C -2.04159 -0.25440 -0.65424 -0.103
C -0.74363 0.48663 -1.02744 -0.183
C -0.06956 -0.29935 1.16518 -0.299
O 0.09012 -1.49329 1.18285 0.033
C 0.38469 0.61988 0.04645 -0.239
C 1.75312 0.26014 -0.54018 -0.247
O 1.90902 -0.50926 -1.45374 0.068
H -2.71672 -0.20858 -1.51391 0.077
H -1.86783 -1.31228 -0.43372 0.076
H -2.57229 0.18129 0.20130 0.076
H -0.28365 -0.05396 -1.85735 0.106
H -0.99600 1.49334 -1.36597 0.111
H -0.68396 0.22001 1.93301 0.138
H 2.15481 -1.07054 1.94931 0.063
H 2.59779 -0.47641 2.01111 0.070
H 0.45543 1.64028 0.45118 0.139
H 2.63026 0.77651 -0.09384 0.116
```

Values from the calculation:
HOMO   -9.9 eV
Charge   0
DFT total energy   -9440.0804 eV
Gap between HOMO and LUMO   10.6 eV
Strongest force on any atom   0.59 eV/Å



[3]
Density functional theory data (wB97M-V/def2-TZVPD) for C27H20BrIN6S4Zn as an isolated structure.

Structure (XYZ):
```
60
Properties=species:S:1:pos:R:3:lowdin_charge:R:1
Zn 0.82046 -1.61415 1.69728 0.197
N 4.44994 0.53248 1.11105 0.078
C 3.17302 0.11606 1.22038 -0.839
S 2.79832 -1.42755 0.49390 0.559
N 2.35399 0.94436 1.83670 0.009
N 1.10024 0.44636 1.92901 -0.052
C 0.09510 1.20106 2.17639 -0.166
C 0.18086 2.66434 2.40396 -0.176
C -0.28466 3.22483 3.59015 -0.052
C -0.17341 4.59075 3.80535 -0.061
C 0.39196 5.40295 2.83395 -0.081
C 0.85200 4.84738 1.64679 -0.074
C 0.75487 3.48189 1.43395 -0.026
C -1.21837 0.49518 2.14539 -0.196
C -2.41158 1.10550 2.50892 0.003
C -3.58634 0.37634 2.44039 -0.035
C -3.54716 -0.93488 2.00083 -0.043
C -2.32156 -1.46952 1.64547 -0.142
N -1.19069 -0.77461 1.70688 0.033
H 5.14819 -0.09189 0.75350 0.082
H 4.71856 1.38240 1.57669 0.102
H -0.71980 2.59991 4.36311 0.072
H -0.52379 5.01192 4.73861 0.110
H 0.47698 6.46900 3.00064 0.102
H 1.29394 5.47912 0.88742 0.103
H 1.13159 3.04248 0.52006 0.115
H -2.41371 2.12976 2.84684 0.113
H -4.52255 0.83023 2.73661 0.119
H -4.44069 -1.53876 1.93458 0.113
H -2.23598 -2.49160 1.29720 0.076
Br -1.94330 -5.31584 -3.08963 0.722
C -2.16956 -5.62558 -1.24018 -0.743
C -3.08483 -6.59537 -0.85304 -0.134
C -3.28991 -6.85952 0.49071 -0.077
C -2.57834 -6.15773 1.45182 -0.072
C -1.66223 -5.19101 1.06900 -0.165
C -1.45656 -4.91914 -0.27857 -0.723
I -0.06857 -3.44278 -0.78992 1.006
H -3.63162 -7.13726 -1.61188 0.100
H -4.00479 -7.61719 0.78219 0.108
H -2.72588 -6.36054 2.50415 0.111
H -1.10182 -4.65264 1.82268 0.041
S -2.07390 1.17746 6.44298 0.580
C -1.01234 0.09029 5.77845 -1.102
S -1.49432 -1.41782 5.05941 0.991
C 0.13988 -1.70687 4.52026 -1.097
N 0.96824 -0.79635 4.89702 0.038
N 0.33096 0.18552 5.62152 -0.138
C 1.16061 1.25831 6.08725 -0.222
C 2.12727 1.76873 5.23362 -0.024
C 2.93584 2.80334 5.67520 -0.070
C 2.78253 3.31517 6.95603 -0.087
C 1.82243 2.78204 7.80401 -0.074
C 1.00682 1.74603 7.37485 -0.042
S 0.55980 -3.05506 3.49328 0.545
H 2.24730 1.36122 4.23983 0.085
H 3.68409 3.21388 5.00970 0.105
H 3.41487 4.12516 7.29570 0.101
H 1.70677 3.16982 8.80743 0.104
H 0.25361 1.32737 8.02542 0.091
```

Values from the calculation:
HOMO   -7.8 eV
Charge   0
DFT total energy   -207168.7043 eV
Gap between HOMO and LUMO   7.3 eV
Strongest force on any atom   0.10 eV/Å